{
  "formula": "C60H113BaN3O16",
  "method": "wB97M-V/def2-TZVPD",
  "symbols": ["Ba", "C", "C", "C", "C", "C", "C", "N", "O", "C", "C", "C", "H", "H", "H", "H", "H", "H", "H", "H", "H", "H", "H", "H", "H", "H", "H", "H", "H", "H", "C", "C", "C", "C", "C", "C", "N", "O", "C", "C", "C", "H", "H", "H", "H", "H", "H", "H", "H", "H", "H", "H", "H", "H", "H", "H", "H", "H", "H", "C", "C", "C", "C", "C", "C", "N", "O", "O", "H", "H", "H", "H", "H", "C", "C", "O", "C", "H", "H", "H", "H", "H", "H", "C", "C", "O", "C", "H", "H", "H", "H", "H", "H", "C", "C", "O", "C", "H", "H", "H", "H", "H", "H", "C", "C", "O", "C", "H", "H", "H", "H", "H", "H", "C", "C", "O", "C", "H", "H", "H", "H", "H", "H", "C", "C", "O", "C", "H", "H", "H", "H", "H", "H", "C", "C", "O", "C", "H", "H", "H", "H", "H", "H", "C", "C", "O", "C", "H", "H", "H", "H", "H", "H", "C", "C", "O", "C", "H", "H", "H", "H", "H", "H", "C", "C", "O", "C", "H", "H", "H", "H", "H", "H", "C", "C", "O", "C", "H", "H", "H", "H", "H", "H", "C", "C", "O", "C", "H", "H", "H", "H", "H", "H"],
  "positions_angstrom": [[-5.6474, 4.3353, -2.8651], [-0.0730, -0.0366, 1.4569], [0.7336, -0.3157, 0.1632], [1.0206, -1.8880, 0.1940], [1.4993, -2.4795, -1.1525], [0.5070, -2.0649, -2.2189], [0.3067, -0.5779, -2.4430], [-0.0113, 0.0612, -1.0988], [-0.5964, 1.3542, -1.1988], [-0.8815, -0.5568, -3.4407], [1.5394, 0.1047, -3.0702], [2.0933, 0.4718, 0.3127], [0.6282, 0.1387, 2.2728], [-0.6661, -0.8925, 1.7788], [-0.6812, 0.8678, 1.4764], [0.1646, -2.3747, 0.6614], [1.8308, -2.0993, 0.8920], [1.4535, -3.5538, -0.9738], [2.4721, -2.0885, -1.4506], [-0.4431, -2.5778, -2.0693], [0.9441, -2.5241, -3.1055], [-0.8314, -1.3263, -4.2110], [-1.0789, 0.3782, -3.9651], [-1.7716, -0.8495, -2.8839], [1.2552, 1.1337, -3.2907], [1.8452, -0.2929, -4.0379], [2.4200, 0.0897, -2.4280], [1.8904, 1.5215, 0.1002], [2.8212, 0.0182, -0.3599], [2.5458, 0.4249, 1.3032], [-9.8265, 8.7370, 2.7278], [-8.4891, 8.6933, 2.0095], [-7.6087, 9.8798, 2.5588], [-7.0924, 9.7455, 3.9394], [-6.3125, 8.4278, 3.9669], [-7.0377, 7.1359, 3.4431], [-7.7529, 7.4361, 2.1387], [-8.3483, 6.2658, 1.5287], [-7.7549, 6.4477, 4.6096], [-5.7984, 6.2112, 3.1176], [-8.5942, 8.9675, 0.5254], [-10.3790, 7.8642, 2.3799], [-10.3991, 9.6067, 2.4055], [-9.7211, 8.6713, 3.8107], [-8.2932, 10.7281, 2.5668], [-6.8031, 10.0859, 1.8541], [-7.8812, 9.6918, 4.6898], [-6.4633, 10.5730, 4.2674], [-6.0616, 8.2703, 5.0159], [-5.3445, 8.5807, 3.4896], [-7.1547, 6.3450, 5.5137], [-8.1576, 5.5073, 4.2333], [-8.5833, 7.0949, 4.8974], [-6.0697, 5.2322, 2.7227], [-5.3160, 6.0347, 4.0790], [-5.0948, 6.6675, 2.4214], [-9.2149, 8.3105, -0.0839], [-7.6289, 9.0992, 0.0366], [-9.0254, 9.9560, 0.3671], [3.9597, -5.1294, 8.0344], [3.8763, -6.3008, 8.7730], [2.6183, -6.8924, 8.9097], [1.4944, -6.3937, 8.2279], [1.7076, -5.2638, 7.4197], [2.9225, -4.6400, 7.3329], [0.2028, -7.1249, 8.2873], [-0.8556, -6.5839, 7.8520], [0.2138, -8.2600, 8.7028], [4.9059, -4.6637, 7.8014], [4.7739, -6.7026, 9.2195], [2.4865, -7.7447, 9.5598], [0.8576, -4.8466, 6.9003], [3.0088, -3.6872, 6.8317], [0.8489, 7.0325, -6.5713], [-0.0753, 5.9651, -7.1265], [-1.2411, 5.7428, -6.8264], [0.6268, 5.0130, -8.0813], [1.7221, 7.0884, -7.2213], [1.1758, 6.8161, -5.5542], [0.3065, 7.9779, -6.5679], [1.6618, 4.7904, -7.8215], [0.5715, 5.4981, -9.0558], [0.1422, 4.0387, -8.1442], [-1.7643, -12.0383, -2.9829], [-1.0180, -10.9486, -3.7251], [0.0546, -10.5580, -3.3682], [-1.7882, -10.2941, -4.8600], [-1.5630, -12.9972, -3.4605], [-2.8176, -11.7585, -3.0037], [-1.3121, -12.0801, -1.9921], [-1.8518, -9.2380, -4.5980], [-2.8138, -10.6584, -4.9193], [-1.1739, -10.5406, -5.7260], [7.7423, -6.4775, 2.2071], [9.1454, -6.4651, 2.8040], [9.3523, -6.6079, 3.9871], [10.2716, -6.2723, 1.7978], [7.3866, -5.4623, 2.0313], [7.0778, -6.8835, 2.9698], [7.6893, -7.0606, 1.2878], [9.8272, -6.3737, 0.8077], [10.9617, -7.1160, 1.7840], [10.7076, -5.2734, 1.7868], [-1.7728, -7.9966, 2.2972], [-0.6553, -8.9318, 2.7785], [-0.8236, -10.0799, 3.0964], [0.7582, -8.3915, 2.7498], [-2.7171, -8.4273, 2.6302], [-1.7764, -7.9662, 1.2076], [-1.7179, -7.0069, 2.7506], [1.1779, -8.8487, 3.6459], [0.8824, -7.3108, 2.6824], [1.2351, -8.8051, 1.8612], [-2.0578, -5.7770, -9.9560], [-1.9855, -5.2273, -11.3387], [-2.7045, -4.2727, -11.6602], [-1.1110, -5.8366, -12.3530], [-1.0672, -5.6545, -9.5182], [-2.3332, -6.8299, -10.0165], [-2.7767, -5.2788, -9.3055], [-0.9580, -5.0503, -13.0923], [-1.6627, -6.6385, -12.8435], [-0.1592, -6.0627, -11.8724], [-6.5501, -2.9412, -0.5916], [-6.8015, -1.5019, -0.1607], [-6.8716, -0.6015, -1.0039], [-7.0443, -1.2718, 1.2961], [-5.6170, -3.3447, -0.1985], [-6.4573, -3.0427, -1.6729], [-7.3306, -3.5711, -0.1646], [-7.6414, -0.3675, 1.4140], [-6.1441, -1.2388, 1.9098], [-7.6666, -2.1080, 1.6149], [8.4179, 3.0571, 3.9578], [8.5214, 2.2639, 5.2701], [8.5799, 1.0544, 5.3066], [8.4253, 3.0683, 6.5950], [7.3812, 3.0522, 3.6212], [8.8907, 2.5368, 3.1249], [8.8733, 4.0332, 4.1247], [8.5291, 2.3333, 7.3932], [7.5027, 3.6344, 6.7237], [9.2583, 3.7704, 6.6296], [2.9314, 7.7500, 4.9430], [3.9511, 8.7645, 4.4636], [3.7993, 9.2459, 3.3858], [5.2547, 9.0249, 5.2331], [3.3940, 6.7635, 4.9711], [2.1634, 7.7398, 4.1697], [2.6366, 8.0787, 5.9396], [6.0116, 8.2419, 5.1871], [5.1018, 9.2480, 6.2890], [5.6496, 9.9264, 4.7646], [-0.0440, 2.8140, 9.5719], [-0.9828, 3.5439, 10.5312], [-1.0160, 3.2494, 11.7088], [-1.7276, 4.7667, 10.0300], [0.8829, 2.6218, 10.1123], [0.0801, 3.2605, 8.5853], [-0.4652, 1.8338, 9.3486], [-2.7337, 4.4316, 9.7782], [-1.1571, 5.2831, 9.2580], [-1.8536, 5.5145, 10.8131], [-5.0624, 1.3981, -10.3623], [-5.9790, 0.9531, -9.1961], [-5.9502, 1.4817, -8.0408], [-6.9358, -0.1056, -9.5398], [-4.8530, 2.4550, -10.1972], [-5.4889, 1.3743, -11.3651], [-4.0906, 0.9125, -10.2731], [-6.2918, -0.9623, -9.7384], [-7.5219, 0.1856, -10.4115], [-7.6254, -0.1918, -8.7001], [6.0082, -6.0359, -5.9234], [5.8659, -7.0350, -7.0604], [6.8234, -7.4338, -7.7188], [4.4855, -7.5301, -7.2537], [5.1974, -5.3090, -5.8751], [6.9457, -5.4804, -5.8977], [5.9210, -6.7502, -5.1047], [4.0544, -7.1065, -8.1607], [3.8126, -7.3344, -6.4188], [4.4197, -8.5982, -7.4611], [6.3004, 5.3460, -2.3969], [7.4552, 4.8435, -3.3225], [7.3599, 4.7016, -4.5290], [8.8059, 4.6263, -2.6128], [5.3856, 5.1889, -2.9683], [6.3566, 6.3424, -1.9587], [6.2632, 4.6963, -1.5225], [9.6630, 4.6378, -3.2862], [8.7460, 3.6034, -2.2410], [8.9155, 5.3094, -1.7705]],
  "atomic_forces_ev_per_a": [[0.0, -0.1, 0.3], [0.0, 0.4, 0.2], [0.3, -0.4, 0.3], [0.9, 1.3, -0.3], [-1.8, 1.0, 1.3], [1.0, -1.3, -0.3], [0.1, 0.0, 0.4], [-1.4, 1.6, -0.6], [1.8, -3.0, 0.5], [-0.6, 0.4, 0.6], [-0.2, 0.3, -0.1], [-0.6, -0.4, -0.6], [0.2, -0.2, 0.0], [-0.3, 0.1, -0.3], [-0.1, -0.1, -0.6], [-0.3, -0.3, -0.7], [0.1, 0.5, 0.4], [0.6, -0.1, -0.6], [0.3, -0.4, 0.4], [-0.2, 0.2, 0.2], [-0.4, 0.3, -0.7], [0.7, -0.1, 0.0], [0.2, 0.2, 0.4], [-0.2, 0.3, 0.1], [0.1, 0.2, 0.3], [-0.2, -0.5, -0.1], [-0.1, 0.1, 0.1], [0.2, 0.0, -0.3], [0.1, 0.4, -0.2], [-0.3, -0.3, 0.2], [-0.4, -0.9, -0.7], [1.4, 0.5, 0.1], [-1.3, 0.4, -0.7], [0.3, -1.5, 0.5], [-0.2, 0.3, 0.9], [2.6, 0.3, -1.0], [-0.4, -3.0, 0.7], [1.3, 2.9, 1.4], [-1.4, 0.7, -0.9], [-0.8, -0.1, 0.1], [-0.7, 1.0, -1.0], [-0.2, -0.1, 0.2], [0.1, 0.2, 0.3], [-0.1, 0.2, -0.1], [0.0, 0.3, -0.5], [0.1, 0.0, 0.0], [-0.3, 0.0, -0.1], [0.1, 0.1, -0.3], [0.1, -0.4, 0.1], [-0.1, -0.1, -0.4], [0.3, -0.2, -0.4], [0.0, -0.1, 0.3], [-0.3, -0.2, 0.1], [-0.3, 0.1, -0.1], [0.3, 0.0, 0.0], [-0.1, 0.2, 0.0], [0.1, -0.4, 0.4], [0.3, -0.6, 0.2], [-0.3, 0.3, 0.3], [2.2, -0.8, -0.2], [-0.9, 0.4, -0.1], [-0.4, -0.4, 0.2], [1.7, 0.7, -0.3], [-2.4, -0.6, 0.2], [-1.4, 0.9, 0.0], [-2.2, 0.8, -1.1], [2.8, -0.5, 0.9], [0.4, 0.2, 0.2], [0.4, 0.0, 0.6], [-0.2, -0.2, 0.2], [0.0, -0.2, -0.1], [-0.1, -0.1, -0.1], [0.0, -0.2, -0.4], [-0.8, 0.3, -0.4], [-0.3, -1.9, 0.6], [1.2, 1.1, -0.1], [-0.2, -0.3, -0.1], [0.0, 0.2, 0.2], [-0.1, -0.2, 0.0], [0.2, 0.1, 0.1], [0.1, 0.5, 0.0], [0.3, -0.1, -0.2], [-0.4, 0.3, 0.0], [0.8, 0.4, 0.0], [-1.5, -0.2, 0.4], [0.9, 0.3, -0.1], [0.3, -0.3, 0.7], [-0.4, -0.1, -0.2], [0.0, -0.5, 0.3], [-0.4, -0.1, 0.1], [0.3, 0.1, -0.5], [0.2, -0.2, -0.3], [-0.4, 0.6, -0.4], [-0.1, -0.2, 0.9], [0.3, 0.2, -0.1], [-0.2, 0.1, -0.4], [-0.8, -0.4, -1.2], [0.2, 0.1, -0.3], [-0.1, -0.2, -0.1], [0.0, 0.1, 0.0], [-0.2, 0.2, -0.2], [0.4, 0.4, 0.7], [0.3, -0.2, 0.6], [-0.3, -0.9, 0.8], [0.1, 1.0, -0.8], [-0.5, 0.0, 0.1], [-0.2, -0.3, 0.1], [-0.1, -0.1, -0.2], [0.2, 0.2, 0.0], [0.3, 0.1, -0.3], [0.6, 0.4, -0.1], [-0.2, -0.1, 0.3], [0.1, -0.2, 0.1], [0.2, -0.2, 0.3], [-2.7, 2.4, -0.2], [1.0, -1.2, 0.5], [0.5, 0.7, -0.2], [0.1, -0.4, 0.2], [0.3, -0.2, 0.1], [0.0, 0.2, -0.4], [0.1, -0.2, -0.1], [0.5, -0.4, 0.2], [0.0, -0.7, -0.4], [0.3, 0.1, 0.1], [0.3, 0.9, -2.0], [0.1, -1.3, 1.4], [-0.8, 0.0, 0.0], [0.1, 0.2, 0.4], [-0.4, 0.2, 0.1], [-0.1, -0.1, -0.3], [0.3, 0.1, 0.1], [0.0, 0.0, -0.2], [0.1, -0.1, 0.4], [0.5, -0.8, 0.4], [-0.9, 0.0, 0.3], [0.2, 0.6, -0.2], [0.6, -0.7, -0.7], [-0.2, 0.6, 0.5], [0.5, -0.1, 0.3], [-0.4, 0.2, -0.4], [0.0, 0.2, 0.1], [-0.1, -0.1, -0.3], [0.0, 0.1, 0.1], [0.7, 0.6, -0.1], [0.9, -1.8, 0.6], [-0.1, 1.2, -1.3], [-0.5, 0.9, 0.1], [0.1, 0.0, 0.3], [-0.3, 0.0, 0.5], [-0.5, -0.4, 0.0], [-0.3, -0.3, -0.3], [-0.2, -0.1, 0.1], [0.3, -0.1, 0.1], [-0.7, -0.5, 0.1], [0.9, 0.8, 0.7], [-0.1, -0.3, -0.7], [0.2, 0.0, 0.4], [0.1, 0.2, -0.2], [0.2, 0.4, 0.3], [-0.1, -0.2, 0.2], [0.0, 0.2, -0.6], [-0.5, -0.4, -0.5], [0.0, -0.4, 0.4], [0.0, 1.1, 1.3], [0.5, 2.7, 2.4], [0.3, -1.6, -3.9], [-0.5, 0.2, 0.6], [0.1, 0.1, 0.2], [-0.1, -0.7, 0.2], [-0.1, -0.3, -0.3], [-0.6, -0.5, -0.1], [0.3, -0.2, -0.2], [0.2, -0.6, 0.0], [0.1, -0.3, -0.4], [1.9, 0.4, -0.7], [-1.4, 0.5, 0.9], [-1.2, -0.9, -0.4], [-0.2, -0.3, 0.0], [0.1, -0.5, -0.1], [0.1, 0.5, 0.7], [0.0, 0.4, 0.0], [0.1, 0.2, 0.0], [0.5, -0.1, 0.1], [0.1, -1.4, -0.8], [0.9, 1.5, -0.2], [-0.5, 0.0, 1.4], [-0.8, -0.4, -0.3], [-0.1, 0.3, 0.2], [0.4, 0.2, -0.6], [0.0, -0.2, 0.0], [-0.2, 0.3, -0.1], [0.1, -0.1, 0.4], [0.1, -0.1, 0.0]],
  "homo_lumo_gap_ev": 1.87,
  "de_lowest_kj_mol": 1072.6
}